Molecular formula: C14H8BrCuNO2S
Method: DFT, ωB97M-V with the def2-TZVPD basis set

```
28
Properties=species:S:1:pos:R:3
Br 1.101 -1.204 -3.005
Cu -0.633 3.571 -1.148
S 1.998 3.514 -0.610
O 3.895 -0.417 -1.753
O 1.355 -2.151 2.039
N 3.753 1.585 0.312
C -1.210 0.418 -0.542
C -0.432 -1.999 -0.248
C 2.987 -0.414 -0.987
C 3.035 0.309 0.320
C 2.995 2.434 -0.052
C 2.394 -0.138 1.382
C -3.544 -0.098 0.876
C -2.152 1.415 -0.320
C -2.603 -1.103 0.656
C 1.563 -1.349 1.180
C 0.955 -1.466 -0.180
C -3.323 1.187 0.393
C -1.424 -0.868 -0.053
C 1.672 -1.056 -1.225
H -4.021 1.993 0.538
H -0.570 -2.686 0.581
H -2.812 -2.080 1.063
H -4.445 -0.303 1.427
H 2.414 0.360 2.335
H -2.011 2.436 -0.716
H -0.321 0.663 -1.102
H -0.616 -2.552 -1.160
```

As for the multiplicity: 1. The total energy comes out at -5355.83897 hartree. For the HOMO energy, the calculation gives -12.72 eV. As for the energy above the lowest of the compared OMol25 structures with the same formula, charge and spin: 0.0 kJ/mol. As for the charge: +1.